The following is a DFT calculation (ωB97M-V/def2-TZVPD) of a 9-piece molecular cluster, C42H93N3O12S6 overall.

CARTESIAN COORDINATES (ANGSTROEM)
O: 7.177 -0.097 4.421
S: 8.380 0.733 4.593
O: 8.326 2.173 4.573
C: 9.160 0.193 6.110
C: 10.789 0.258 6.001
C: 11.077 0.511 4.398
C: 9.770 0.229 3.547
H: 8.686 -0.788 6.141
H: 8.573 0.722 6.861
H: 11.193 1.119 6.534
H: 11.147 -0.706 6.362
H: 11.878 -0.151 4.069
H: 11.306 1.496 3.989
H: 9.736 -0.853 3.419
H: 9.764 0.739 2.584
O: -8.073 -0.157 2.421
S: -8.134 0.313 1.055
O: -8.186 -0.528 -0.137
C: -9.538 1.623 1.039
C: -8.781 2.808 0.431
C: -7.399 2.922 1.086
C: -6.832 1.537 0.904
H: -9.708 1.654 2.115
H: -10.455 1.163 0.670
H: -8.707 2.706 -0.651
H: -9.187 3.819 0.471
H: -7.534 3.169 2.139
H: -6.812 3.679 0.565
H: -6.115 1.140 1.622
H: -6.501 1.460 -0.132
O: 0.976 -9.126 -5.567
S: 0.359 -8.228 -4.580
O: -1.053 -7.906 -4.727
C: 0.374 -9.116 -2.954
C: 0.764 -8.053 -1.891
C: 1.901 -7.288 -2.567
C: 1.451 -6.855 -3.983
H: 1.183 -9.846 -2.933
H: -0.537 -9.712 -3.015
H: 0.009 -7.307 -1.642
H: 0.918 -8.564 -0.941
H: 2.757 -7.909 -2.831
H: 2.422 -6.529 -1.983
H: 2.216 -6.659 -4.734
H: 0.807 -5.991 -3.825
O: -6.904 3.877 -8.934
S: -6.198 2.770 -8.228
O: -5.192 1.907 -8.907
C: -5.627 3.478 -6.606
C: -6.544 2.890 -5.469
C: -7.807 2.361 -6.068
C: -7.498 1.710 -7.446
H: -5.568 4.567 -6.612
H: -4.574 3.213 -6.507
H: -6.017 2.002 -5.120
H: -6.485 3.641 -4.681
H: -8.363 3.275 -6.273
H: -8.386 1.695 -5.427
H: -8.275 1.659 -8.209
H: -7.100 0.712 -7.266
O: -2.156 11.095 0.296
S: -1.135 11.003 -0.755
O: -0.577 9.690 -1.110
C: -1.624 12.108 -2.205
C: -1.001 13.333 -1.744
C: 0.369 13.282 -1.015
C: 0.291 11.968 -0.169
H: -2.706 12.040 -2.320
H: -1.002 11.758 -3.028
H: -1.024 14.182 -2.427
H: -1.742 13.551 -0.974
H: 0.486 14.200 -0.440
H: 1.286 13.169 -1.593
H: 0.305 12.203 0.895
H: 1.104 11.245 -0.239
O: 10.093 6.639 -4.775
S: 9.387 5.405 -4.452
O: 10.059 4.398 -3.636
C: 7.733 5.880 -3.713
C: 6.661 5.096 -4.511
C: 7.093 4.989 -5.922
C: 8.587 4.440 -5.918
H: 7.630 6.942 -3.931
H: 7.852 5.600 -2.666
H: 6.194 4.193 -4.118
H: 5.853 5.772 -4.232
H: 7.137 6.005 -6.314
H: 6.426 4.421 -6.570
H: 9.267 4.499 -6.767
H: 8.518 3.378 -5.684
C: -6.879 -7.365 0.829
C: -5.335 -7.410 0.504
N: -4.542 -7.872 1.656
C: -4.206 -6.902 2.727
C: -4.116 -5.456 2.177
C: -4.799 -9.224 2.049
C: -3.626 -9.738 2.890
H: -7.178 -7.096 1.842
H: -7.119 -8.420 0.693
H: -7.302 -6.687 0.089
H: -5.278 -8.127 -0.315
H: -4.898 -6.519 0.052
H: -4.863 -7.133 3.565
H: -3.234 -7.101 3.178
H: -3.780 -4.721 2.908
H: -3.500 -5.369 1.282
H: -5.119 -5.029 2.171
H: -4.744 -9.852 1.160
H: -5.750 -9.467 2.522
H: -2.629 -9.564 2.485
H: -3.838 -10.799 3.022
H: -3.688 -9.401 3.924
C: 3.755 -2.431 9.524
C: 3.170 -3.304 8.306
N: 1.860 -2.948 7.935
C: 1.309 -3.910 6.949
C: 2.032 -3.958 5.532
C: 1.768 -1.505 7.451
C: 0.386 -1.162 7.115
H: 3.407 -1.400 9.588
H: 4.821 -2.636 9.622
H: 3.278 -2.822 10.422
H: 3.946 -3.352 7.541
H: 3.227 -4.346 8.619
H: 1.288 -4.916 7.368
H: 0.265 -3.615 6.841
H: 1.778 -3.215 4.776
H: 3.076 -3.646 5.554
H: 2.047 -4.933 5.046
H: 2.258 -1.299 6.499
H: 2.003 -0.778 8.229
H: 0.119 -1.722 6.219
H: 0.378 -0.118 6.802
H: -0.384 -1.262 7.880
C: 2.380 -0.078 -0.944
C: 1.948 0.302 -2.410
N: 0.548 0.510 -2.634
C: -0.255 -0.686 -2.296
C: -1.204 -0.810 -3.420
C: -0.081 1.801 -2.204
C: 0.558 2.870 -3.036
H: 1.965 -1.064 -0.733
H: 1.945 0.583 -0.194
H: 3.455 -0.210 -0.820
H: 2.418 1.241 -2.703
H: 2.290 -0.471 -3.097
H: 0.371 -1.578 -2.341
H: -0.734 -0.705 -1.317
H: -2.017 -0.084 -3.396
H: -0.782 -0.548 -4.390
H: -1.613 -1.820 -3.404
H: -0.064 2.027 -1.137
H: -1.155 1.699 -2.355
H: 1.491 3.197 -2.578
H: 0.031 3.824 -3.016
H: 0.762 2.492 -4.038

Forces on atoms 1 to 6 (eV/Å):
O 1.446 1.318 -0.164
S 0.104 -1.051 -0.010
O -0.301 0.030 -0.232
C 0.355 -0.116 -0.327
C -2.586 1.049 -2.067
C -1.403 -0.512 -0.057

Summary:
Orbital gap   7.7 eV
LUMO level   0.0013 hartree
SMILES   O=S1(=O)CCCC1.O=S1(=O)CCCC1.O=S1(=O)CCCC1.O=S1(=O)CCCC1.O=S1(=O)CCCC1.O=S1(=O)CCCC1.CCN(CC)CC.CCN(CC)CC.CCN(CC)CC
Relative energy (zero: lowest compared OMol25 entry of this formula, charge and spin)   163.50 kcal/mol
DFT total energy   -139103.0337 eV
E_HOMO   -7.68 eV

These are the Löwdin partial charges, in e, on atoms 1 to 8: O -0.35; S 0.66; O -0.32; C -0.23; C -0.10; C -0.17; C -0.24; H 0.08